Molecular formula: C8H24CuIO12S
Method: DFT, ωB97M-V/def2-TZVPD

Values from the calculation:
HOMO energy (alpha / beta) (eV): -4.5 / -4.5
2S+1: 2
Gap between HOMO and LUMO (alpha / beta) (eV): 6.43 / 4.29
Total charge: -1
LUMO level (alpha / beta) (eV): 1.92 / -0.22
F_max (eV/Å): 3.50

Last column: Mulliken charge in e.
Positions of all 47 atoms, in Å:
Cu: 1.289 0.751 1.303  0.817
S: -2.983 0.002 1.785  1.181
O: -1.706 0.143 1.076  -0.377
O: -3.188 -1.390 2.106  -0.558
O: -2.846 0.800 2.991  -0.524
O: -4.103 0.516 1.015  -0.699
I: 4.920 1.904 1.847  -0.825
C: -2.219 -0.147 -3.774  -0.321
C: -3.702 0.270 -3.445  -0.412
O: -3.667 1.466 -2.617  -0.540
O: -1.730 -0.841 -2.698  -0.426
H: -1.562 0.688 -4.016  0.235
H: -2.254 -0.960 -4.499  0.291
H: -4.254 -0.512 -2.923  0.276
H: -4.237 0.379 -4.388  0.315
H: -3.821 1.195 -1.709  0.322
H: -1.542 -0.233 -1.979  0.250
C: 0.962 -0.125 5.139  -0.524
C: 0.781 -1.587 4.701  -0.429
O: 1.158 -1.649 3.326  -0.412
O: 0.462 0.717 4.203  -0.434
H: 2.019 0.139 5.180  0.283
H: 0.557 0.077 6.131  0.319
H: -0.250 -1.936 4.639  0.333
H: 1.283 -2.359 5.284  0.337
H: 0.963 -2.550 3.057  0.250
H: -0.497 0.728 4.155  0.279
C: 3.155 -2.817 -1.156  -0.299
C: 2.714 -3.901 -2.216  -0.515
O: 1.384 -4.406 -1.960  -0.538
O: 2.103 -1.913 -1.004  -0.442
H: 4.065 -2.377 -1.565  0.286
H: 3.289 -3.343 -0.211  0.229
H: 3.396 -4.751 -2.210  0.368
H: 2.730 -3.437 -3.202  0.330
H: 1.016 -5.043 -2.577  0.277
H: 1.377 -2.348 -1.458  0.283
C: 0.441 4.653 -0.296  -0.563
C: 0.623 3.720 -1.597  -0.298
O: 1.288 2.517 -1.191  -0.406
O: -0.053 3.810 0.744  -0.445
H: -0.209 5.488 -0.559  0.328
H: 1.407 5.047 0.020  0.319
H: 1.162 4.248 -2.383  0.364
H: -0.386 3.443 -1.902  0.200
H: 1.674 2.039 -1.928  0.244
H: -1.010 3.885 0.762  0.270